1.
# C36H90F2N7O20S3Sn

A structure of composition C36H90F2N7O20S3Sn (ωB97M-V/def2-TZVPD, the Open Molecules 2025 dataset).

LUMO   -3.356 eV
Maximum force   9.90 eV/Å
Net charge   -1
Kohn-Sham gap   2.44 eV

```
159
C36H90F2N7O20S3Sn, DFT ωB97M-V/def2-TZVPD
Sn -1.2993 -1.9690 -5.2141
S -0.4422 -0.3786 0.5128
O 0.7488 -1.0493 1.0031
O -0.1424 0.4281 -0.6353
O -1.3324 -1.4535 0.1187
O -1.0435 0.3467 1.6380
N 5.8559 -4.5092 6.3777
S 6.5260 -5.6204 7.1215
O 7.7314 -5.3313 7.9002
O 6.2649 -6.9281 6.5632
F 5.5365 -5.7028 8.4746
S 7.0880 -4.4746 5.1781
O 7.1469 -5.5189 4.1427
O 8.3726 -3.8747 5.5368
F 6.4317 -3.2324 4.3547
C 2.1858 -6.2662 -6.8163
O 2.3862 -5.5803 -5.5634
C 3.6002 -5.8549 -4.9707
C 3.5624 -5.1591 -3.5272
N 3.6037 -3.6715 -3.5357
C 4.9412 -3.1774 -3.7952
C 5.1369 -1.6428 -3.6137
O 6.5148 -1.2847 -3.7213
C 6.9914 -1.2423 -5.0249
H 1.2178 -5.9508 -7.2055
H 2.0873 -7.3339 -6.6204
H 2.8942 -6.0829 -7.6242
H 4.4607 -5.7030 -5.6222
H 3.6424 -6.9261 -4.7732
H 4.2793 -5.6044 -2.8374
H 2.6143 -5.5586 -3.1672
H 3.3371 -3.2709 -2.6477
H 5.1792 -3.5486 -4.7921
H 5.6578 -3.6367 -3.1144
H 4.8470 -1.3552 -2.6031
H 4.4500 -1.1521 -4.3033
H 7.9717 -0.7888 -4.8785
H 6.4414 -0.6667 -5.7694
H 7.2100 -2.2468 -5.3872
C -6.7723 -4.6633 -5.2174
O -5.9050 -4.0878 -4.2353
C -6.2387 -4.3184 -2.8480
C -7.1760 -3.1958 -2.4778
N -6.5214 -1.8769 -2.3289
C -7.4966 -0.7884 -1.9278
C -6.8827 0.6174 -1.8245
O -7.9070 1.6567 -1.9280
C -8.6676 1.8586 -0.7672
H -7.8091 -4.3360 -5.1398
H -6.6524 -5.7412 -5.1081
H -6.4193 -4.3463 -6.1987
H -5.3563 -4.2734 -2.2096
H -6.7062 -5.3008 -2.7816
H -7.7038 -3.4591 -1.5611
H -7.9203 -3.0642 -3.2632
H -5.7534 -1.9365 -1.6756
H -7.9191 -1.0422 -0.9556
H -8.3081 -0.8766 -2.6502
H -6.1492 0.7720 -2.6159
H -6.2020 0.6963 -0.9768
H -9.5439 2.4009 -1.1225
H -8.1415 2.4801 -0.0425
H -9.0199 0.9303 -0.3175
C -1.7146 7.9278 -2.6894
O -0.3017 7.7809 -2.6488
C 0.1152 7.1380 -1.4273
C 1.5867 7.2436 -1.1956
N 2.3274 6.4179 -2.1353
C 3.7528 6.5538 -2.0131
C 4.3406 7.9417 -2.2924
O 4.1275 8.7709 -1.1632
C 4.4461 10.1436 -1.2614
H -2.0999 8.2403 -1.7189
H -2.1926 7.0201 -3.0576
H -1.9425 8.7476 -3.3707
H -0.1914 6.0963 -1.3319
H -0.4051 7.5164 -0.5474
H 1.8335 7.0294 -0.1557
H 1.8231 8.2865 -1.4070
H 2.0824 5.4564 -1.9468
H 4.1386 5.9140 -2.8067
H 4.1656 6.2658 -1.0462
H 4.0382 8.3613 -3.2519
H 5.3975 7.7581 -2.4858
H 3.7946 10.6190 -1.9946
H 5.4926 10.1993 -1.5611
H 4.4040 10.5439 -0.2484
C 2.6652 1.1293 13.8805
O 3.2249 0.1670 12.9987
C 4.5927 0.3760 12.6182
C 4.9255 -0.5906 11.4554
N 4.6156 -0.1093 10.1001
C 5.0794 1.2716 9.8756
C 5.5394 1.5624 8.3821
O 4.3741 1.7004 7.5582
C 4.6377 2.2490 6.2558
H 1.6410 0.8040 14.0625
H 2.6821 2.1302 13.4492
H 3.2480 1.1009 14.8012
H 5.2044 0.1492 13.4914
H 4.7633 1.4327 12.4125
H 4.6091 -1.6177 11.6374
H 6.0028 -0.7492 11.5035
H 4.9725 -0.7272 9.3854
H 5.8645 1.6408 10.5354
H 4.3067 1.9949 10.1361
H 6.1648 0.7690 7.9730
H 6.2074 2.4233 8.3539
H 5.5112 1.7870 5.7959
H 4.7938 3.3261 6.3160
H 3.7537 2.1219 5.6309
C 1.7055 -0.5524 -8.8724
O 1.0718 0.4407 -8.0942
C 1.1412 1.7890 -8.6357
C 0.1210 2.6057 -7.8817
N -1.1871 2.0363 -8.2270
C -2.2356 2.9043 -7.6620
C -3.6825 2.4852 -7.9892
O -3.8807 1.1391 -7.5140
C -5.1450 0.5961 -7.9501
H 1.6716 -1.5281 -8.3876
H 2.7500 -0.3300 -9.0905
H 1.2911 -0.6268 -9.8778
H 0.8939 1.7940 -9.6973
H 2.1566 2.1456 -8.4630
H 0.2036 3.6580 -8.1538
H 0.2043 2.5678 -6.7956
H -1.3705 1.8746 -9.2070
H -2.2343 3.9732 -7.8757
H -2.1170 2.8499 -6.5799
H -3.9436 2.4775 -9.0475
H -4.3346 3.1138 -7.3827
H -5.0526 0.3764 -9.0137
H -6.0150 1.1934 -7.6773
H -5.2528 -0.3141 -7.3601
C -7.2026 0.5764 6.0929
O -6.7582 -0.7358 5.8565
C -5.7375 -0.7316 4.8972
C -5.4723 -2.1461 4.4043
N -4.9300 -2.9835 5.5062
C -4.7721 -4.3660 5.1367
C -3.8821 -4.6055 3.9221
O -2.4655 -4.4938 4.3411
C -1.6070 -4.9509 3.3107
H -7.9277 0.6100 6.9060
H -7.5711 1.0404 5.1780
H -6.2979 1.1143 6.3759
H -4.8437 -0.2151 5.2473
H -6.0603 -0.1810 4.0136
H -4.7300 -2.1092 3.6070
H -6.2841 -2.6332 3.8641
H -5.5980 -2.9295 6.2618
H -5.7866 -4.6812 4.8928
H -4.4279 -4.9565 5.9859
H -4.1197 -3.9446 3.0885
H -4.0390 -5.6514 3.6584
H -1.6528 -4.3055 2.4335
H -1.9359 -5.9682 3.0985
H -0.5405 -4.8691 3.5202
```

***

2.
# C5H12

A cluster of 2 separate species, C5H12 in total (ωB97M-V/def2-TZVPD, the Open Molecules 2025 dataset).

LUMO (spin up / spin down)   -6.355 / -10.365 eV
Multiplicity   2
Maximum force   1.83 eV/Å
Expectation value of S²   0.7520
Net charge   +1
Kohn-Sham gap (spin up / spin down)   7.93 / 3.89 eV

```
17
C5H12, DFT ωB97M-V/def2-TZVPD
C -0.4711 3.0442 -1.3736
C -1.5060 2.3314 -0.8080
H 0.1954 2.5932 -2.0948
H -0.3744 4.1260 -1.2151
H -1.7377 1.2874 -1.0183
H -2.1365 2.8035 -0.0751
C 0.0969 -1.3461 -0.5649
C 0.1015 -1.8366 0.8889
C 1.3439 -1.3145 1.6441
H -0.2931 -0.3362 -0.6934
H -0.5385 -1.9721 -1.1862
H 1.0940 -1.3616 -1.0408
H 0.0707 -2.9255 0.9568
H -0.8742 -1.5363 1.3238
H 1.1860 -0.7749 2.6386
H 2.0141 -2.1880 1.6039
H 1.8292 -0.5939 1.0140
```

***

3.
# C22H55ClP2SiTi

A structure of composition C22H55ClP2SiTi (ωB97M-V/def2-TZVPD, the Open Molecules 2025 dataset).

LUMO   0.244 eV
Maximum force   3.97 eV/Å
Kohn-Sham gap   6.30 eV

```
82
C22H55ClP2SiTi, DFT ωB97M-V/def2-TZVPD
Ti -0.2603 -1.2027 0.3677
Cl -0.3687 -0.0870 -1.6874
P -0.4921 -3.1778 -1.0467
C 0.6100 -3.7182 -2.3841
C -0.2651 -4.2050 0.4536
C -2.2006 -3.1933 -1.7112
C 1.9005 -2.8926 -2.4018
H 0.0252 -3.4574 -3.2833
C 0.8927 -5.2215 -2.4053
H 1.4510 -5.5632 -1.5228
H 1.5212 -5.4280 -3.2791
H -0.0108 -5.8272 -2.5162
H 1.6988 -1.8409 -2.6237
H 2.5539 -3.2930 -3.1867
H 2.4486 -2.9427 -1.4513
H -2.0618 -2.6729 -2.6803
C -3.1930 -2.3830 -0.8707
C -2.7251 -4.6060 -2.0063
H -2.2205 -5.0514 -2.8726
H -3.7903 -4.5290 -2.2585
H -2.6349 -5.2786 -1.1418
H -2.8115 -1.3980 -0.5534
H -3.5360 -2.9404 0.0148
H -4.0725 -2.1967 -1.5022
C 1.1350 -3.9767 1.0545
H -0.3426 -5.2241 0.0420
C -1.3762 -3.9527 1.4851
H 1.9308 -4.3513 0.4004
H 1.2058 -4.5056 2.0171
H 1.3480 -2.9016 1.2672
H -1.5280 -2.8714 1.7276
H -1.1005 -4.4581 2.4246
H -2.3343 -4.3685 1.1533
H 1.3938 -1.2744 0.1770
H -1.5998 -0.4566 0.9329
P 0.4390 3.5565 -0.9968
C -0.8879 4.0187 -2.1384
C 0.3618 4.3535 0.6543
C 2.0418 3.3081 -1.8124
C -2.1241 3.1634 -1.8152
H -0.4974 3.7103 -3.1232
C -1.1784 5.5264 -2.2071
H -1.6449 5.8952 -1.2834
H -1.8875 5.6966 -3.0261
H -0.2770 6.1146 -2.4318
H -1.9015 2.1090 -1.9968
H -2.9592 3.4694 -2.4580
H -2.4289 3.2639 -0.7694
H 1.7387 2.7590 -2.7245
C 2.9645 2.3818 -1.0054
C 2.7062 4.6218 -2.2427
H 2.1748 5.0892 -3.0810
H 3.7268 4.4102 -2.5877
H 2.7784 5.3365 -1.4122
H 2.4206 1.5243 -0.6021
H 3.4614 2.9135 -0.1819
H 3.7425 1.9888 -1.6732
C -1.0036 4.0903 1.3126
H 0.4561 5.4288 0.4271
C 1.5183 3.9349 1.5719
H -1.8245 4.6085 0.7997
H -0.9910 4.4540 2.3516
H -1.2155 3.0088 1.3170
H 1.4885 2.8514 1.7558
H 1.4134 4.4507 2.5370
H 2.4998 4.2112 1.1674
C -1.5321 0.5698 3.3696
Si 0.2115 -0.1364 3.2619
C 1.3240 0.9836 4.2926
C 0.2137 -1.8431 4.0469
C 1.0091 -0.1100 1.5658
H -1.9159 0.4354 4.3892
H -2.2500 0.0846 2.6962
H -1.5405 1.6385 3.1287
H 1.2284 0.7207 5.3569
H 2.3763 0.8716 3.9913
H 1.0485 2.0421 4.1685
H -0.7648 -2.3348 3.9845
H 0.9558 -2.5247 3.6145
H 0.4633 -1.7286 5.1113
H 0.7752 0.7680 0.9168
H 2.0956 -0.2383 1.6479
```

***

4.
# C5H8O

The molecule C5H8O (ωB97M-V/def2-TZVPD, the Open Molecules 2025 dataset).

LUMO   0.892 eV
Maximum force   3.80 eV/Å
Kohn-Sham gap   8.67 eV

```
14
C5H8O, DFT ωB97M-V/def2-TZVPD
C -0.3620 -1.3039 0.3398
C 0.6489 -1.8179 -0.3359
C -0.2268 0.1946 0.4005
C 1.0830 0.3834 -0.4068
C -1.3655 0.9810 -0.2478
O 2.2199 0.8139 0.1690
H -1.1707 -1.8482 0.8283
H 0.9686 -2.7927 -0.6246
H -0.0919 0.5429 1.4361
H 1.0016 0.7088 -1.4316
H -1.5567 0.6136 -1.2540
H -1.0902 2.0299 -0.3167
H -2.2782 0.8910 0.3330
H 2.2199 0.6034 1.1106
```

***

5.
# C22H20NO9Tb

A structure of composition C22H20NO9Tb (ωB97M-V/def2-TZVPD, the Open Molecules 2025 dataset).

LUMO (spin up / spin down)   -0.705 / -0.696 eV
Multiplicity   7
Maximum force   1.73 eV/Å
Expectation value of S²   12.6766
Kohn-Sham gap (spin up / spin down)   8.66 / 8.50 eV

```
53
C22H20NO9Tb, DFT ωB97M-V/def2-TZVPD
Tb 0.4690 -0.1360 0.3057
C -2.0994 3.5371 -1.1057
C -1.0481 3.1625 -0.1023
C -1.3969 2.5480 1.1015
C -0.4277 2.1610 2.0182
C 0.9205 2.3638 1.7365
C 1.2809 2.9564 0.5316
C 0.3020 3.3621 -0.3705
H -1.9363 4.5497 -1.4781
H -3.0928 3.4902 -0.6603
H -2.0721 2.8548 -1.9574
H -2.4416 2.3630 1.3213
H -0.7008 1.6785 2.9499
H 1.6698 2.0286 2.4413
H 2.3302 3.0961 0.3039
H 0.5921 3.8164 -1.3117
O 4.7525 -1.1455 -0.2488
C 3.6604 -0.3960 -0.2856
O 3.0702 -0.0009 0.6970
C 3.1871 -0.0604 -1.6653
C 3.9174 -0.1912 -2.8272
C 3.2889 0.1656 -4.0197
C 1.9714 0.5869 -4.0098
C 1.3045 0.6452 -2.7898
N 1.9290 0.3671 -1.6588
C -0.1847 0.9407 -2.6658
O -0.7419 1.5092 -3.5874
O -0.6995 0.5189 -1.5627
H 4.9111 -1.3623 0.6883
H 4.9310 -0.5641 -2.8070
H 3.8300 0.0877 -4.9536
H 1.4303 0.8500 -4.9077
O -0.2843 -0.8879 4.3050
C -0.1197 -1.2444 3.1596
O 0.7686 -0.7638 2.3298
C -1.1252 -2.2098 2.5161
C -2.3071 -1.3179 2.1053
C -3.5604 -2.1147 1.7772
C -3.2128 -2.7053 0.3927
C -1.7948 -2.2038 0.1852
O -1.8688 -0.8505 0.7824
C -0.8034 -2.9085 1.1320
C 0.6808 -2.9244 0.6802
O 1.4728 -3.6383 1.2371
O 0.9528 -2.1086 -0.3484
H -1.4212 -2.9296 3.2764
H -2.4510 -0.4550 2.7501
H -4.4312 -1.4634 1.7274
H -3.7464 -2.8757 2.5342
H -3.8634 -2.3054 -0.3827
H -3.2649 -3.7929 0.3597
H -1.4705 -2.1160 -0.8462
H -1.0562 -3.9671 1.2066
```

***

6.
# C5H7N3

A structure of composition C5H7N3 (ωB97M-V/def2-TZVPD, the Open Molecules 2025 dataset).

LUMO   0.584 eV
Maximum force   7.86 eV/Å
Kohn-Sham gap   9.34 eV

```
15
C5H7N3, DFT ωB97M-V/def2-TZVPD
C -0.1435 -2.1446 0.7555
C -0.9001 -1.0426 1.6248
C -0.4259 -0.0281 -1.1783
C 0.7164 0.5730 -1.8754
C 1.3576 1.4910 -1.0334
H -0.3732 -3.1410 1.3053
H -0.7244 -2.1855 -0.5518
H 1.1284 -1.7628 0.8314
H -1.0642 -1.3835 2.6716
H -1.0694 -0.7630 -1.2917
H 0.7427 0.1471 -2.9205
H 2.3575 1.9908 -1.0703
N -0.9305 0.1107 1.3092
N -0.2675 0.3562 0.1408
N 0.5373 1.5340 0.1595
```

***

7.
# C23H23AsAuClN5O7S

A structure of composition C23H23AsAuClN5O7S (ωB97M-V/def2-TZVPD, the Open Molecules 2025 dataset).

LUMO   -3.874 eV
Maximum force   0.14 eV/Å
Net charge   +1
Kohn-Sham gap   6.30 eV

```
62
C23H23AsAuClN5O7S, DFT ωB97M-V/def2-TZVPD
Au 0.2312 -0.8574 -0.6067
C -3.0013 -2.2342 12.8765
O -3.5712 -2.9044 11.7607
C -3.1142 -2.5925 10.5324
C -2.1179 -1.6529 10.2748
C -1.7248 -1.4125 8.9690
C -2.3075 -2.0930 7.9062
C -3.3066 -3.0316 8.1787
C -3.7072 -3.2810 9.4711
C -1.8544 -1.8058 6.5476
N -0.9472 -0.9088 6.2226
C -0.8366 -0.9852 4.8649
C -1.6846 -1.9354 4.3497
N -2.3352 -2.4587 5.4422
C -1.7721 -2.2353 2.9625
C -2.6223 -3.2060 2.4185
C -2.6298 -3.4336 1.0659
C -1.7733 -2.6950 0.2622
N -0.9637 -1.7674 0.7686
C -0.9331 -1.4960 2.0966
C -0.0432 -0.4645 2.6220
N 0.7063 0.2282 1.7482
C 1.5344 1.1424 2.2014
C 1.6651 1.4440 3.5651
C 0.8957 0.7626 4.4693
C 0.0112 -0.2213 4.0028
H -3.5059 -2.6312 13.7516
H -3.1710 -1.1573 12.8162
H -1.9309 -2.4364 12.9511
H -1.6451 -1.1086 11.0781
H -0.9512 -0.6858 8.7626
H -3.7930 -3.5822 7.3820
H -4.4796 -4.0047 9.6912
H -3.0217 -3.1912 5.4525
H -3.2716 -3.7806 3.0665
H -3.2687 -4.1781 0.6153
H -1.7140 -2.8647 -0.8029
H 2.1311 1.6605 1.4611
H 2.3655 2.2039 3.8814
H 0.9498 0.9551 5.5323
C -1.1246 1.1411 -3.8819
As -1.2763 1.7439 -2.0751
C 0.0334 3.0751 -1.6783
C -3.0058 2.5166 -1.8373
O -1.2664 0.4781 -0.9426
H -1.4134 1.9568 -4.5441
H -1.8014 0.2992 -4.0185
H -0.1013 0.8375 -4.0793
H -0.2431 3.9932 -2.1962
H 1.0175 2.7533 -2.0070
H 0.0280 3.2414 -0.6023
H -3.1224 3.3724 -2.5005
H -3.1049 2.8334 -0.8011
H -3.7600 1.7662 -2.0644
O 2.7230 1.0910 -0.7925
Cl 2.6679 0.4382 -2.0566
O 2.7680 1.3393 -3.1459
O 3.5306 -0.6714 -2.1538
O 1.1976 -0.0934 -2.2011
O 0.5299 -3.7619 -1.8769
S 1.6273 -3.4989 -0.9589
N 1.6460 -2.1924 -0.2131
```

***

8.
# C5H13NS

The molecule C5H13NS (ωB97M-V/def2-TZVPD, the Open Molecules 2025 dataset).

LUMO   0.961 eV
Maximum force   2.40 eV/Å
Kohn-Sham gap   9.84 eV
SMILES string   CNCCCCS

```
20
C5H13NS, DFT ωB97M-V/def2-TZVPD
C 2.7025 0.2468 0.6135
N 1.3390 0.6665 0.8867
C 0.3990 -0.4476 1.0972
C -0.1215 -1.0986 -0.1905
C -0.7961 -0.1425 -1.1465
C -1.8988 0.8648 -0.7945
S -3.4602 -0.1686 -0.6925
H 3.1243 -0.2790 1.4604
H 3.3840 1.1321 0.5537
H 2.8129 -0.4726 -0.2190
H 1.3542 1.0242 1.8455
H -0.4306 -0.0845 1.7447
H 0.9119 -1.2376 1.6867
H 0.6241 -1.7061 -0.7143
H -0.9296 -1.7523 0.1688
H -1.2233 -0.6913 -1.9993
H 0.0351 0.4806 -1.5148
H -1.7969 1.3307 0.1865
H -1.8564 1.6872 -1.5113
H -4.1737 0.6479 -1.4610
```

***

Total energy / eV: -133923.793, -5367.965, -85796.233, -7358.254, -65497.308, -9762.024, -133881.980, -17720.204